## P
17
Properties=species:S:1:pos:R:3 method="wB97M-V/def2-TZVPD" spin_multiplicity=1 charge=-1 homo_lumo_gap_ha=0.238 lumo_energy_ev=2.5
C 1.005 0.908 0.308
C 0.522 -0.500 0.711
C -0.549 -1.186 0.090
O -3.203 -0.627 -0.626
N 0.374 2.154 0.913
C -0.712 1.656 0.294
O 3.054 -1.031 -0.672
H 1.146 0.865 -0.806
H 2.044 0.971 0.624
H 0.874 -0.984 1.630
H 0.695 -1.245 -0.303
H -3.940 0.008 -0.715
H -0.760 -2.226 0.412
H -1.452 -0.650 -0.227
H -1.543 1.216 0.747
H -0.944 1.812 -0.848
H 3.390 -1.141 -1.533

***

## Q
17
Properties=species:S:1:pos:R:3 method="wB97M-V/def2-TZVPD" spin_multiplicity=1 charge=-1 homo_lumo_gap_ha=0.296 lumo_energy_ev=4.2
C 0.202 -2.079 -0.307
C 0.173 -0.781 -1.090
C 1.355 0.127 -0.790
H 1.130 -2.639 -0.495
H -0.623 -2.745 -0.571
H 0.178 -1.840 0.756
H -0.726 -0.237 -0.807
H 0.123 -0.972 -2.170
H 1.241 1.095 -1.280
H 1.411 0.318 0.283
H 2.303 -0.343 -1.080
N -1.140 1.825 0.414
C -1.014 1.268 1.822
O -1.409 2.019 2.731
O -0.497 0.141 1.878
H -2.095 2.147 0.273
H -0.614 2.697 0.432

***

## R
17
Properties=species:S:1:pos:R:3 method="wB97M-V/def2-TZVPD" spin_multiplicity=1 charge=-1 homo_lumo_gap_ha=0.237 smiles=[O-]CNCCCO lumo_energy_ev=3.9
O -0.844 1.148 2.626
C 0.296 1.030 1.887
N -0.057 1.089 0.348
C -1.084 0.076 0.026
C -0.407 -1.215 -0.559
C 0.958 -0.958 -1.200
O 0.962 -0.150 -2.516
H 1.024 1.866 2.034
H 0.752 -0.008 2.167
H -0.407 2.083 0.322
H -1.555 -0.335 0.985
H -1.670 0.781 -0.569
H -1.000 -1.790 -1.319
H -0.292 -1.993 0.197
H 1.519 -1.910 -1.362
H 1.531 -0.246 -0.502
H 0.272 0.532 -2.566

***

## S
17
Properties=species:S:1:pos:R:3 method="wB97M-V/def2-TZVPD" spin_multiplicity=1 charge=-1 homo_lumo_gap_ha=0.237 smiles=C[C@H](CO)NC[O-] lumo_energy_ev=3.8
C -0.197 -1.165 -0.903
C 0.554 0.111 -0.428
C 1.080 -0.147 0.994
O 2.183 -1.070 0.972
N -0.223 1.321 -0.561
C -1.474 1.325 0.363
O -2.494 0.591 -0.006
H -1.175 -1.074 -0.404
H -0.474 -1.209 -1.964
H 0.170 -2.151 -0.603
H 1.488 0.144 -1.005
H 0.295 -0.552 1.628
H 1.509 0.805 1.335
H 1.959 -1.765 0.345
H -0.531 1.375 -1.518
H -1.678 2.420 0.425
H -0.992 1.041 1.329

***

Decreasing stability: Q, S, R, P

***

## P
17
Properties=species:S:1:pos:R:3 method="wB97M-V/def2-TZVPD" spin_multiplicity=1 charge=-1 homo_lumo_gap_ha=0.240 smiles=N[C@H](C[O-])CCO lumo_energy_ev=4.0
N 0.678 -0.258 -1.361
C 0.630 0.222 -0.002
C 1.729 -0.762 0.861
O 1.363 -2.017 0.741
C -0.722 -0.043 0.619
C -1.829 0.819 0.012
O -1.639 1.241 -1.336
H 0.208 -1.146 -1.488
H 1.635 -0.465 -1.630
H 0.790 1.301 0.124
H 1.621 -0.537 1.966
H 2.701 -0.504 0.337
H -0.874 -1.140 0.670
H -0.809 0.165 1.701
H -2.822 0.334 0.019
H -1.873 1.828 0.482
H -0.788 0.961 -1.715

***

## Q
17
Properties=species:S:1:pos:R:3 method="wB97M-V/def2-TZVPD" spin_multiplicity=1 charge=-1 homo_lumo_gap_ha=0.278 lumo_energy_ev=4.4
C -0.400 -0.291 -1.037
C -0.949 1.074 -0.593
C 0.203 1.728 0.206
O 0.485 1.009 1.425
N -0.549 -1.383 -0.118
C 0.746 -1.795 0.550
O 1.044 -0.984 1.553
H -0.900 -0.522 -2.008
H 0.670 -0.169 -1.190
H -1.179 1.761 -1.426
H -1.897 1.166 -0.045
H 1.107 1.547 -0.381
H 0.007 2.710 0.599
H -1.168 -1.050 0.617
H 1.493 -1.859 -0.296
H 0.537 -2.857 0.814
H 0.749 -0.083 1.330

***

Decreasing stability: P, Q

***

## P
13
Properties=species:S:1:pos:R:3 method="wB97M-V/def2-TZVPD" spin_multiplicity=1 homo_lumo_gap_ha=0.355 lumo_energy_ev=-0.4
C -1.147 0.388 2.809
C -0.111 0.761 2.050
O 0.152 -0.625 -2.349
O 2.220 0.689 -3.242
O 2.392 -1.794 -3.363
S 2.108 -2.420 -4.990
S 1.823 -0.503 -2.492
H -0.237 -0.036 -3.059
H -1.002 -0.223 3.703
H -2.151 0.504 2.305
H 0.876 0.387 2.281
H -0.022 1.262 1.106
H 2.807 -1.546 -5.653

***

## Q
13
Properties=species:S:1:pos:R:3 method="wB97M-V/def2-TZVPD" spin_multiplicity=1 homo_lumo_gap_ha=0.336 smiles="CCS(=O)(=O)SO" lumo_energy_ev=-0.6
C -1.683 -0.230 -0.319
C -0.787 0.162 0.780
S 0.999 -0.823 0.019
O 0.980 -0.873 -1.421
O 0.914 -2.111 0.728
S 2.705 0.487 0.530
O 1.917 1.799 -0.212
H -1.782 -1.288 -0.321
H -2.739 0.217 -0.040
H -1.162 0.110 -1.178
H -0.792 -0.309 1.730
H -0.650 1.252 0.840
H 2.080 1.607 -1.136

***

Decreasing stability: Q, P